Density functional theory data (ωB97M-V/def2-TZVPD) for 2 unconnected molecules or ions with the total composition C3H8O3S at a distorted geometry.

```
15
Properties=species:S:1:pos:R:3:nbo_charge:R:1
C -0.387 0.730 -1.866 -0.6149
C 0.561 0.579 -0.664 -0.4888
C 0.022 -1.696 2.935 0.9743
O 0.466 -2.723 3.591 -0.6592
O -0.814 -1.797 2.088 -0.6740
O 0.581 -0.564 3.377 -0.6814
S -0.344 1.211 0.858 -0.0890
H -1.090 -0.145 -1.694 0.2017
H -0.858 1.705 -1.868 0.2189
H 0.228 0.584 -2.821 0.2111
H 1.299 1.312 -0.992 0.2210
H 0.808 -0.493 -0.590 0.2225
H 0.062 -3.536 3.029 0.5090
H 0.285 0.139 2.837 0.5030
H -1.185 0.237 0.547 0.1457
```

The relative energy (zero: lowest compared OMol25 entry of this formula, charge and spin) is 0.696 eV. As for the maximum force: 4.188 eV/A. For the lowest unoccupied orbital energy, the calculation gives 0.57 eV. The HOMO energy comes out at -9.44 eV. As for the SMILES: O=C(O)O.CCS. The value obtained for the calculated total energy is -743.0072 hartree.

***

Density functional theory data (ωB97M-V/def2-TZVPD) for a molecular structure, C8H16B3NO9S at a distorted geometry.

```
38
Properties=species:S:1:pos:R:3:nbo_charge:R:1
C -1.080 1.165 -1.302 -0.7534
C -0.564 2.401 -1.982 0.7338
O -1.290 3.281 -2.354 -0.5054
N 0.871 2.513 -2.201 -0.7406
C 1.379 1.428 -3.068 -0.4105
B 1.604 2.718 -1.003 1.2163
O 0.998 3.181 0.172 -0.8767
B 1.448 2.423 1.238 0.9921
O 2.837 2.375 1.402 -0.8647
B 3.385 1.898 0.245 0.8800
S 4.705 0.528 0.367 1.9344
C 4.018 -0.959 -0.292 -0.8898
O 4.920 0.282 1.777 -0.9411
O 5.862 0.895 -0.420 -0.9393
O 2.980 2.412 -0.953 -0.8747
H -2.164 1.198 -1.378 0.2429
H -0.742 0.269 -1.822 0.2194
H -0.805 1.124 -0.247 0.2759
H 0.859 1.469 -4.026 0.2088
H 1.230 0.442 -2.626 0.1789
H 2.433 1.584 -3.280 0.2319
H 0.739 1.724 1.882 -0.0791
H 3.915 -0.924 -1.375 0.2431
H 4.754 -1.724 -0.039 0.2666
H 3.078 -1.215 0.195 0.2425
C -5.035 -2.779 2.147 -0.6278
C -3.888 -2.336 1.276 0.0652
C -2.597 -3.102 1.471 -0.0957
O -1.607 -2.118 1.139 -0.4919
C -2.142 -0.900 1.387 0.9792
O -1.524 0.116 1.398 -0.5927
O -3.467 -0.998 1.612 -0.4874
H -5.922 -2.180 1.947 0.2323
H -5.273 -3.826 1.958 0.2237
H -4.785 -2.653 3.200 0.2233
H -4.184 -2.335 0.224 0.1854
H -2.502 -3.967 0.820 0.2072
H -2.446 -3.410 2.509 0.1877
```

As for the maximum force: 1.451 eV/A. For the lowest unoccupied orbital energy, the calculation gives 0.17 eV. The HOMO energy comes out at -10.21 eV. The value obtained for the calculated total energy is -1519.3711 hartree.

***

Density functional theory data (ωB97M-V/def2-TZVPD) for C2H4N2OS in the gas phase.

```
10
Properties=species:S:1:pos:R:3:nbo_charge:R:1
C 1.012 -0.349 0.022 0.3293
C -0.249 0.517 0.091 0.3610
H 2.016 1.396 -0.264 0.4072
H 2.971 -0.006 -0.238 0.3974
H 0.240 -1.972 0.647 0.3424
H -1.385 -1.416 -0.609 0.1328
N 2.076 0.388 -0.404 -0.7921
N 1.107 -1.586 0.315 -0.6764
O -0.177 1.694 0.335 -0.5287
S -1.831 -0.261 -0.142 0.0270
```

The relative energy (zero: lowest compared OMol25 entry of this formula, charge and spin) is 0.962 eV. As for the maximum force: 0.940 eV/A. For the lowest unoccupied orbital energy, the calculation gives 0.10 eV. The HOMO energy comes out at -9.91 eV. As for the SMILES: [H]/N=C(/N)C(=O)S. The value obtained for the calculated total energy is -661.5502 hartree.

***

| no. | frontier orbital gap (eV) |
| --- | --- |
| 1 | 10.008 |
| 2 | 10.386 |
| 3 | 10.019 |